ORCA calculation (the ωB97M-V functional and the def2-TZVPD basis) on a gas-phase ion, C11H18N3S (charge +1).

Last column: Löwdin charge in e.
Element x y z (Å)
C 0.8130 -0.0407 -3.5805  -0.0541
C 0.0201 0.3716 -2.3226  -0.1339
N 0.4673 -0.0254 -0.8987  -0.0026
C 1.7758 0.5343 -0.5532  -0.5403
S 2.6848 -0.7460 0.5761  0.7697
N 1.5140 1.7825 0.0576  0.0073
N 0.4459 1.5233 0.9795  -0.1761
C -0.0528 2.7347 1.5686  -0.0185
C -0.3672 0.6959 0.1434  -0.2519
C -1.0398 -0.3180 0.9882  -0.2003
C -2.1443 -0.9727 0.5014  -0.0396
C -2.5755 -2.1143 1.1793  -0.0550
C -1.8206 -2.5978 2.2221  -0.0816
C -0.7661 -1.9112 2.7440  -0.0484
C -0.3132 -0.7536 2.1061  -0.0613
H 0.6142 0.6573 -4.3185  0.0511
H 2.0058 0.1398 -3.4664  0.1317
H 0.5756 -1.0517 -3.8782  0.0780
H -1.0134 0.0130 -2.5121  0.1352
H -0.0287 1.5304 -2.2654  0.1605
H 0.3688 -0.9987 -0.7253  0.1491
H 2.5071 0.6895 -1.4348  0.1435
H 1.9502 -0.9669 1.7190  -0.1505
H 2.3103 2.2687 0.4089  0.1368
H 0.7640 3.0593 2.2617  0.1153
H -0.0643 3.5708 0.9009  0.0861
H -0.8994 2.4844 2.1270  0.0844
H -1.0945 1.2923 -0.3628  0.1526
H -2.8241 -0.6528 -0.3306  0.1388
H -3.3892 -2.7348 0.6439  0.1481
H -1.9645 -3.5786 2.5114  0.0936
H -0.1726 -2.3807 3.5426  0.1288
H 0.5035 -0.2237 2.5995  0.1034

Calculated values
Gap between HOMO and LUMO = 9.66 eV
Relative energy (zero: lowest compared OMol25 entry of this formula, charge and spin) = 2.661 eV
Net charge = +1
Structure (SMILES) = CC[N@H+]1[C@H](S)NN(C)[C@@H]1c1ccccc1
F_max = 4.61 eV/A
Total energy = -992.04599 hartree
Multiplicity = 1